(1)
ORCA calculation (ωB97M-V/def2-TZVPD) on a cluster of 6 separate species, C38H50N6OP in total.

Computed properties:
* strongest force on any atom: 1.77 eV/A
* HOMO energy: -10.73 eV

Geometry as ORCA input:
```
! wB97M-V def2-TZVPD RIJCOSX def2/J DEFGRID3
* xyz 1 1
C -0.891 -6.820 -3.504
N 6.241 3.930 6.297
H -3.260 -1.146 -5.594
H 4.939 4.365 2.339
C -6.963 2.459 -2.430
C 3.073 3.919 1.362
H -6.639 1.894 -1.551
H -1.997 -2.132 -3.278
C -1.696 -8.755 2.480
H -2.242 -0.291 -6.810
C 1.699 4.077 1.450
C -6.870 3.958 -2.083
C -1.093 -6.052 -1.258
C 6.490 1.710 7.172
C 4.735 2.186 5.629
H -3.607 4.915 -1.571
N 9.593 0.351 2.329
H -0.384 -2.396 -3.951
H 3.879 1.889 5.038
N -1.536 1.496 -2.442
H -4.397 2.054 -2.193
H 3.526 3.385 0.538
H -0.793 -10.557 3.226
C -0.299 -5.605 -3.810
H 7.036 1.033 7.816
H 4.700 4.237 4.969
H 0.037 -5.391 -4.819
C -2.353 0.915 -3.544
H 7.891 3.250 2.217
C -2.381 2.431 -1.596
H -4.657 3.822 -0.692
C 1.171 4.771 2.527
H -5.421 4.597 -3.547
H 9.274 1.710 0.831
C -8.403 2.086 -2.819
C -1.513 3.516 -1.129
H -1.531 -8.177 3.379
C 9.064 1.483 1.871
H -1.791 -1.874 -6.188
C 8.053 2.002 3.965
H 1.681 5.836 4.329
C -1.527 -10.771 1.219
C -3.677 2.869 -2.323
H -0.820 2.065 -2.908
H -2.667 -7.158 1.415
C -1.296 -7.048 -2.198
H -1.761 -7.982 -1.917
N -2.564 -8.838 0.244
C -5.540 4.625 -2.465
H -2.371 -10.617 -0.755
H -7.649 4.483 -2.642
H -6.320 2.231 -3.285
C 8.596 0.826 4.458
C 5.400 1.277 6.436
C -1.288 -10.076 2.392
H 1.050 3.662 0.690
C 9.356 0.042 3.602
H 9.802 -0.884 3.948
C 2.048 5.282 3.472
H -9.043 2.195 -1.945
O -3.524 3.090 -3.713
H 8.436 0.524 5.483
H -7.081 4.151 -1.028
H 7.713 3.423 7.628
N -0.097 -4.634 -2.919
H -8.446 1.062 -3.192
H -0.320 -4.066 -0.961
C -0.495 -4.871 -1.668
H -1.228 -11.804 1.109
P -1.244 -0.227 -4.548
H -1.391 -6.188 -0.230
C -2.242 -0.916 -5.923
H -3.339 1.753 -5.280
C -1.011 -1.684 -3.424
C 5.192 3.497 5.594
H -1.874 2.568 -4.784
C -1.056 4.525 -0.676
H 0.104 4.915 2.634
C -2.327 -8.188 1.385
C -2.785 2.086 -4.402
C -2.165 -10.109 0.181
C 8.293 2.340 2.642
C 6.869 3.039 7.066
H -3.169 0.324 -3.123
H -8.725 2.737 -3.631
N 3.370 5.139 3.405
H -1.036 0.794 -1.896
H 5.073 0.246 6.491
H -1.030 -7.570 -4.271
H 7.457 2.643 4.594
H -0.662 5.397 -0.210
C 3.859 4.466 2.364
H -0.565 -1.384 -2.479
C -4.316 4.099 -1.696
H -5.636 5.681 -2.203
H -2.699 1.876 -0.711
*
```

=====

(2)
ORCA calculation (ωB97M-V/def2-TZVPD) on a structure of composition C38H51AsCaGe2N2S4Sb.

Computed properties:
* strongest force on any atom: 0.18 eV/A
* HOMO energy: -4.36 eV

Geometry as ORCA input:
```
! wB97M-V def2-TZVPD RIJCOSX def2/J DEFGRID3
* xyz -1 1
H -1.227 2.283 1.568
C 1.142 -2.950 3.442
C 2.260 5.996 1.472
H -2.870 1.698 1.619
H 6.286 -3.120 2.527
H 7.063 -4.784 0.845
C -1.060 -5.335 -0.310
H -3.624 -1.735 0.545
H 3.256 -4.582 -1.093
C -1.533 -1.111 0.623
Sb 3.295 0.895 3.475
H 1.830 -1.534 -4.440
H 2.690 6.127 0.474
C 0.723 -3.724 -0.496
C 4.364 -2.897 1.639
H -3.207 -0.800 1.988
N 0.769 4.184 0.609
H 2.680 3.558 0.992
H -1.768 3.732 -0.416
Ge -0.085 1.019 -2.195
Ge -1.642 0.623 -0.291
H -1.208 -1.857 -0.106
C -6.346 0.347 -0.977
H -1.766 -6.156 -2.158
S 4.117 0.527 1.247
H 0.298 6.617 -0.357
C -2.098 2.078 0.943
S 0.923 0.576 3.156
H -4.238 0.124 -4.194
H -2.827 4.124 0.928
C -1.066 -5.475 -1.691
H 2.282 0.316 -2.790
C -6.199 0.056 -3.353
C 0.709 -3.863 -1.876
H -2.146 0.703 -4.026
H -0.178 3.550 -2.261
C 5.636 -3.442 1.724
H 0.053 2.847 -4.685
C -6.968 0.134 -2.197
H -1.548 -5.586 2.483
H 1.467 3.006 -1.953
H 0.946 4.393 -0.368
S 4.065 -0.752 4.852
H 4.068 -2.170 2.388
H -6.676 -0.116 -4.309
C 0.303 5.166 2.791
C -4.824 0.194 -3.286
H -0.187 -4.861 -3.552
H 0.948 4.472 3.336
H 0.102 -1.427 -4.094
H -1.145 -5.024 4.846
C 3.927 -4.241 -0.314
H 2.248 6.971 1.962
C 0.581 2.833 -2.572
C 6.064 -4.370 0.783
C -0.051 -4.219 1.750
C 0.400 -3.597 4.422
C 3.508 -3.301 0.617
H 1.391 -3.291 -2.494
C -4.967 0.481 -0.915
H 1.455 -1.021 -2.015
C 0.928 3.006 -4.051
C 1.337 -0.233 -2.762
C -4.182 0.413 -2.064
H -6.933 0.407 -0.069
C -0.566 -4.534 4.073
H -1.084 6.012 0.575
C -0.074 6.416 0.653
H -4.491 0.646 0.046
C 5.210 -4.770 -0.234
H -1.758 -5.907 0.289
H 0.923 -0.095 -4.901
H 2.908 5.341 2.059
C -2.717 0.575 -1.959
H -3.437 3.147 -0.410
H 1.564 2.984 1.983
C 0.838 5.439 1.387
C 1.032 -0.857 -4.126
H 1.879 -2.209 3.734
C -0.181 -4.746 -2.475
H 1.696 2.296 -4.367
H 1.308 4.008 -4.261
H -2.683 -2.472 1.848
Ca 1.590 0.730 0.653
N 1.725 3.193 0.990
C -1.848 0.710 -2.979
C 0.908 -3.268 2.113
C -2.563 3.337 0.218
H 0.269 6.095 3.364
C -0.164 -4.463 0.299
H 5.536 -5.500 -0.965
C -2.840 -1.550 1.284
C -0.796 -4.849 2.742
H 0.578 -3.353 5.461
H -0.756 -1.031 1.391
As 1.751 -2.467 0.568
H -0.119 7.367 1.187
H -0.704 4.750 2.736
S 3.567 3.117 3.959
H -8.044 0.025 -2.251
*
```

=====

(3)
ORCA calculation (ωB97M-V/def2-TZVPD) on a structure of composition C38H51Cl3N2NiO3SbSi.

Computed properties:
* strongest force on any atom: 2.42 eV/A
* expectation value of S²: 2.006
* HOMO energy (spin up / spin down): -3.98 / -3.96 eV

Geometry as ORCA input:
```
! wB97M-V def2-TZVPD RIJCOSX def2/J DEFGRID3
* xyz -1 3
C -0.268 -1.308 -5.098
C 3.939 2.520 3.868
H -6.531 3.620 -5.683
C 3.030 -3.741 2.015
H -3.797 3.358 -4.399
C 1.763 0.752 3.803
C 3.983 -3.969 -2.704
H 6.633 -0.519 3.324
H -3.496 2.155 -3.116
C 3.337 -3.434 -1.581
H 0.029 -3.323 0.473
Sb 2.201 -1.108 0.274
H 6.162 2.395 0.174
H 0.989 2.752 1.202
Cl -6.391 3.579 -2.308
C 0.825 -3.794 1.048
O -1.300 -1.720 1.131
H 4.441 -1.496 2.744
C 3.883 1.429 4.739
H -3.697 1.628 -4.795
H -0.306 -0.102 -2.804
Si -5.884 2.178 -3.768
C 6.551 0.992 1.779
C 3.123 -2.057 -1.490
N -0.065 -1.900 -3.783
H 2.926 3.545 2.228
C 6.069 -0.119 2.474
C 0.617 2.174 2.063
H -3.111 -0.086 1.231
H 2.793 -0.353 5.343
C 0.136 -3.339 -3.717
H -1.121 4.755 5.277
H 1.092 -3.606 -4.190
C -2.059 -0.503 4.436
H -7.526 0.500 -2.973
C 2.810 0.535 4.705
C -4.049 2.349 -4.046
C 2.023 -3.123 1.273
C 2.811 -5.026 2.552
H 3.594 -5.499 3.147
H -4.150 -0.105 2.712
H 4.508 -1.086 -4.447
H -0.338 -5.579 1.381
H 4.054 1.335 -0.508
H 3.336 -0.141 -2.486
C -6.796 2.610 -5.346
H 0.929 0.050 3.718
H -2.316 4.053 2.159
H 3.020 -4.118 -0.793
H -1.390 -1.265 4.852
H -0.784 -2.218 3.062
H 4.803 3.188 3.850
H 0.083 2.543 4.658
H 7.483 1.474 2.086
C -3.150 0.113 2.307
C 0.613 -5.081 1.565
H 1.446 -6.705 2.733
H -2.365 4.355 4.085
N -2.164 -0.694 2.999
C -0.505 3.003 2.674
H -6.531 1.910 -6.148
H 0.155 -3.631 -2.664
C -0.117 -1.182 -2.647
C 4.425 -3.125 -3.727
C -1.610 3.920 4.751
H -0.683 -3.849 -4.243
C 1.795 1.873 2.976
H -1.192 -1.695 -5.552
C 4.836 -0.692 2.120
C 4.605 0.904 0.330
C -6.437 0.520 -3.110
C -0.603 3.101 4.008
C 2.902 2.726 2.959
C 1.610 -5.703 2.322
H -1.643 0.490 4.662
H -0.350 -0.221 -5.011
H -0.934 4.430 1.126
O 0.119 0.958 1.631
H -5.959 0.299 -2.148
C 4.185 -1.749 -3.643
Ni -0.771 0.957 0.005
H -6.174 -0.282 -3.811
H -1.756 2.887 0.941
C 3.526 -1.216 -2.524
Cl -2.473 0.949 -1.253
C -1.429 3.628 1.687
H 4.003 -3.269 2.169
H -7.883 2.569 -5.211
C -1.374 -1.586 2.357
C 4.130 -0.208 1.018
H -2.941 1.176 2.494
H 4.712 1.255 5.424
H 0.578 -1.549 -5.757
H -3.047 -0.583 4.904
H 4.954 -3.538 -4.587
Cl 1.281 1.331 -1.057
H 4.144 -5.048 -2.774
O 0.036 -1.670 -1.506
H -2.111 3.326 5.530
C 5.813 1.513 0.712
*
```

=====

(4)
ORCA calculation (ωB97M-V/def2-TZVPD) on a structure of composition C38H52AsCsN14O10S2.

Computed properties:
* strongest force on any atom: 3.22 eV/A
* HOMO energy: -4.11 eV

Geometry as ORCA input:
```
! wB97M-V def2-TZVPD RIJCOSX def2/J DEFGRID3
* xyz -2 1
C 2.866 -3.512 -1.086
H 2.246 -6.770 -0.579
H -3.842 2.885 -0.105
C 1.287 -5.478 -2.023
C -3.001 1.217 -2.820
Cs 0.656 -0.652 -0.558
C -2.535 2.232 -8.316
C 0.311 2.999 -4.162
O -0.743 -4.924 -3.578
H 0.039 -5.168 3.686
H 7.405 3.208 1.566
C 2.122 2.616 4.946
C -0.189 -2.134 4.686
C -1.035 -3.137 2.059
O 3.051 -1.138 1.217
H -0.899 -2.409 6.653
N -0.013 -2.407 6.171
N 1.866 -3.167 -1.929
H 1.422 5.261 6.891
C 0.749 -4.682 3.074
H -2.406 -0.195 -4.246
H -1.477 -0.121 -6.155
C -2.338 1.007 -7.696
H -0.532 -2.177 2.297
H 3.377 3.975 5.984
O 3.353 -0.672 3.666
H -1.523 3.778 -0.261
H -1.876 4.177 -8.465
C -5.090 0.505 0.369
N -4.259 2.252 -10.218
As 2.452 2.978 0.695
C -4.840 0.979 -1.098
S 2.987 -0.182 2.320
C -3.103 2.604 -0.838
H -1.000 2.464 -1.198
H -0.334 -0.398 3.552
O 1.742 0.556 2.338
C 1.122 -4.141 -2.435
C -1.831 -3.452 3.285
H 2.860 1.943 4.522
H 1.447 -5.438 2.793
H -1.658 -3.606 0.171
N 1.159 1.215 -3.186
H 3.525 -2.699 -0.778
C 2.146 -5.779 -1.023
H 1.121 4.327 2.148
H 1.549 -1.615 3.908
H -3.214 3.477 -1.565
H 5.107 4.175 1.047
H -2.864 -3.073 1.153
O 1.371 3.371 2.089
N 0.941 -2.382 3.895
C 6.698 1.192 1.764
H -2.556 -1.665 -1.841
H -1.789 1.994 1.612
C -1.772 3.294 -7.923
C 0.560 0.833 -4.262
C 5.232 3.128 1.370
O -1.268 -3.124 4.436
N -2.012 -1.048 -2.430
N 0.847 2.280 4.716
H -0.206 3.921 -4.334
H -3.879 -0.711 -3.260
O -0.055 -2.775 -3.882
H 0.526 -1.649 6.588
H 3.781 -5.031 0.166
H 1.467 3.154 -2.330
C 0.002 -3.933 -3.424
H -1.992 1.662 -3.003
H 0.474 -0.147 -4.712
H -0.349 1.830 0.932
H -2.944 0.112 -7.994
H 0.651 1.584 3.986
S -1.759 2.965 4.352
H 1.856 -3.953 4.923
H 2.573 -3.497 3.333
O 1.523 1.944 -0.267
H 0.470 -6.102 -2.483
H -6.155 0.397 0.511
C 5.573 0.393 1.911
C 4.104 2.313 1.490
C -1.453 0.879 -6.590
H -0.487 -4.996 1.324
N -0.582 -0.807 4.461
H 0.746 -3.754 1.028
H -0.445 4.068 -6.505
N -0.016 4.126 5.924
H -1.599 -0.553 4.574
N 0.039 1.922 -4.934
H -3.535 -0.698 0.216
C 0.093 -4.144 1.808
C -1.674 2.700 -0.346
C -0.762 1.946 -6.117
C 6.500 2.549 1.558
H 5.720 -0.653 2.112
O 2.892 4.427 -0.053
C 1.225 4.416 6.192
C -0.869 3.165 -6.819
N -1.331 1.785 0.743
N -4.352 -0.634 0.783
C -0.239 3.107 5.024
C 4.299 0.952 1.838
C 3.008 -4.796 -0.614
N -1.900 -2.900 0.880
C 1.043 2.561 -3.100
H -5.090 0.180 -1.756
C 2.357 3.709 5.767
N -3.479 1.355 -1.397
H -4.005 -0.626 1.753
C -2.900 -0.226 -3.276
H -4.873 1.441 0.940
H -3.713 1.801 -3.531
H -5.536 1.866 -1.274
H -1.370 -1.631 -2.975
C -3.435 2.269 -9.399
O -2.906 -4.010 3.261
H 7.733 0.797 1.805
C 1.621 -3.648 3.889
*
```